(1)
This record from OMol25 describes C30H45N3O5OsP as an isolated structure. The level of theory is ωB97M-V/def2-TZVPD.

Each line ends with the Mulliken spin population.
Geometry (Å):
H: -0.85175 2.66929 5.19413  -0.0021
H: 1.57963 0.08815 -3.57897  -0.0011
H: -2.23548 1.51927 5.26077  0.0027
H: 2.51864 -3.06456 -2.37603  0.0000
C: 3.12812 0.79401 2.27669  -0.0006
N: -3.72350 -0.79577 -1.09800  0.0023
H: -5.06657 -0.41701 0.43601  -0.0002
H: 0.43044 -2.65406 3.23974  0.0003
C: -0.40070 -0.03546 4.49322  -0.0150
H: -4.30198 -2.14973 -2.66193  0.0000
H: 0.02426 -0.27886 -4.49141  0.0003
O: 0.46759 0.46077 -0.61447  0.2167
C: 4.50370 0.55972 2.21723  -0.0001
H: -0.01197 -0.78192 3.79993  0.0072
C: -1.58419 2.07949 4.61887  0.0164
H: -1.17196 -0.38442 5.15040  -0.0003
O: 0.39998 -1.65386 -1.94816  0.0142
H: 6.22942 0.74720 1.00242  0.0001
C: 1.01040 -0.61860 -4.20785  0.0034
C: -3.75587 2.08548 -0.46407  -0.0438
C: -0.88428 1.11906 3.63880  0.0286
H: -2.10655 -0.70039 0.31959  -0.0126
H: 0.44286 5.13048 -2.96522  0.0005
P: 1.04669 -1.01401 -0.68085  -0.0593
H: -2.63385 -1.58022 -2.76216  -0.0005
H: 2.38898 -3.17587 1.83320  0.0000
H: -1.02776 -2.07144 2.57613  0.0074
H: -1.63805 0.74933 2.93602  0.0040
H: 5.11810 0.14288 2.98963  0.0006
C: 5.20006 0.99720 1.11623  0.0024
H: -0.77750 -3.88619 2.74189  -0.0008
C: -3.95360 3.37755 -0.01725  0.0866
H: -0.93292 -2.77227 -3.69520  0.0001
C: -1.86270 3.33074 1.03894  0.0291
O: 2.52645 -0.96295 -0.62331  0.0174
H: -2.26390 2.76714 4.13056  -0.0006
C: 1.66248 -3.70848 1.19746  0.0004
H: 3.13668 -1.54217 -3.03277  -0.0002
C: 1.04768 4.43104 -2.39346  0.0025
H: -1.12873 3.82179 1.74287  0.0134
C: 2.97684 3.12534 -1.96122  -0.0074
H: -0.85004 -4.75171 0.71763  -0.0004
H: -3.21384 4.98183 1.27420  0.0009
H: 1.63742 -0.83898 -5.08581  -0.0002
H: -0.36905 4.38278 -0.70265  0.0190
N: 2.52000 1.50493 1.31977  0.0037
H: -4.44780 1.63226 -1.13772  0.0004
H: 0.48567 -3.89193 -3.49662  0.0000
H: -3.99952 -1.84270 0.73944  -0.0002
C: 2.48210 2.83979 -0.70394  0.0197
C: 4.56451 1.65377 0.11059  -0.0015
H: -1.62681 -3.34205 0.15822  -0.0008
C: 0.11452 -2.99941 -3.91438  -0.0003
H: 3.90884 2.74938 -2.32086  0.0002
H: 0.29281 -2.96112 -4.98991  -0.0002
C: -1.64430 2.02359 0.58658  0.0831
C: 0.32514 -3.04067 1.14144  0.0114
C: -2.63268 1.32567 -0.12361  -0.0962
H: 0.43153 0.34102 5.04855  0.0016
H: -0.23046 -3.98779 -0.84532  0.0000
C: 0.96799 -1.88306 -3.31895  0.0005
C: 3.21053 1.89960 0.23768  0.0258
H: -1.71351 -0.36245 -1.26233  0.0107
O: 0.18432 1.70753 2.90426  0.1152
H: -5.33963 -1.93846 -0.35795  0.0003
C: 2.42185 -2.37313 -3.22426  0.0003
H: 2.71595 -2.93061 -4.11095  -0.0001
C: 2.29436 3.94438 -2.81508  0.0090
H: 2.67082 4.24351 -3.77170  0.0002
C: 0.59481 4.07373 -1.13590  0.0268
C: -4.57079 -1.28811 -0.00137  0.0023
C: -3.02441 4.00905 0.81180  -0.0442
H: 5.08889 2.07808 -0.76840  0.0006
H: -4.90170 3.93262 -0.14300  0.0028
C: -3.43967 -1.85319 -2.04713  -0.0008
H: -3.09069 -2.79055 -1.52361  0.0001
H: 2.54467 0.43421 3.12368  0.0054
N: 1.26364 3.23661 -0.29554  0.1124
O: 0.38505 -1.66860 0.58445  0.0905
H: 2.06578 -3.81139 0.20660  0.0000
C: -0.32354 -2.94230 2.50513  -0.0060
C: -2.50170 -0.17115 -0.57812  0.0684
Os: 0.24336 1.49224 1.01908  3.2251
C: -0.61799 -3.83484 0.20503  0.0025
H: 1.59836 -4.73004 1.60252  -0.0002

Forces on the atoms, in the same order (eV/Å):
H -0.26 -0.37 -0.08
H -0.49 0.35 -0.54
H -0.04 -0.41 0.56
H 0.02 0.11 -0.18
C 0.86 0.01 0.23
N 0.17 0.25 0.37
H 0.11 -0.22 0.36
H 0.10 -0.52 0.14
C 0.96 0.25 -1.65
H 0.00 0.34 0.40
H -0.14 0.32 -0.05
O -0.37 -0.20 -0.23
C -0.38 0.41 -0.04
H -0.11 -0.28 0.51
C 0.49 0.91 -0.89
H -0.28 -0.45 0.15
O -0.15 -0.11 -0.89
H 0.70 0.09 0.16
C 0.52 -0.44 1.49
C 0.31 -0.40 -0.18
C -1.37 -0.02 1.29
H -0.40 -0.01 -0.07
H 0.23 -0.24 -0.08
P 2.00 0.62 0.17
H -0.49 0.10 0.53
H -0.30 0.01 -0.31
H 0.08 -1.15 -0.45
H -0.04 0.01 -0.05
H -0.46 -0.53 0.56
C 0.21 -0.62 -0.14
H -0.28 -0.24 0.38
C -0.89 1.08 0.87
H 0.10 -0.47 -0.12
C 1.13 0.65 1.71
O -0.56 -0.30 -0.20
H 0.10 0.39 -0.38
C 0.91 -0.13 0.57
H -0.51 -0.59 -0.20
C 0.19 0.30 0.44
H -0.55 -0.65 -0.92
C 0.54 0.24 -0.15
H 0.25 -0.80 -0.18
H 0.05 -0.35 -0.31
H -0.42 0.01 0.25
H 0.44 0.06 -0.67
N -0.47 -0.76 -0.35
H -0.64 -0.31 -0.16
H -0.16 -1.43 0.38
H 0.24 -0.06 0.33
C -0.34 -1.67 0.70
C -0.47 1.14 -1.53
H 1.00 -0.06 -0.15
C -0.05 2.11 -0.12
H 0.49 -0.36 0.20
H -0.17 -0.33 0.02
C 0.41 -0.38 0.36
C -1.33 -0.38 -1.41
C -0.06 -0.20 -1.08
H 0.56 0.12 0.75
H -0.34 0.09 1.30
C 0.99 -0.28 -0.69
C -0.19 1.33 0.10
H 0.63 0.56 -0.98
O -0.30 0.26 0.20
H -0.50 -0.37 -0.49
C 0.31 0.21 1.11
H -0.14 0.18 -0.22
C -1.69 0.75 0.36
H 0.26 -0.13 -0.36
C -0.54 -0.77 1.10
C 0.21 1.17 -0.41
C -0.53 0.02 -0.46
H -0.24 -0.58 0.79
H 0.53 -0.66 -0.48
C 0.87 -1.12 -0.24
H -0.17 0.59 -0.42
H -0.10 0.27 -0.31
N 0.51 0.75 -1.25
O -0.29 -0.07 0.64
H 0.37 0.07 -0.49
C 0.25 1.97 0.12
C -0.68 0.39 1.48
Os 0.80 -0.26 0.00
C -0.64 0.85 -0.44
H -0.33 0.34 -0.04

- total charge = +1
- multiplicity = 5
- orbital gap (spin up / spin down) (eV) = 7.692 / 6.306



(2)
This record from OMol25 describes C31H36F3IN2OS as an isolated structure. The level of theory is ωB97M-V/def2-TZVPD.

Each line ends with the Mulliken charge.
Geometry (Å):
H: -3.15580 3.13598 -2.35049  0.4618
H: -8.27842 0.51052 0.46063  0.3289
N: -0.16587 2.33090 -1.38107  0.9446
C: 5.04603 0.15639 -1.32609  -1.9644
H: 5.95491 -1.69445 0.68555  0.2253
C: -5.41440 -0.48240 -0.87460  -0.8082
C: 2.05947 4.18355 -0.70012  -1.4824
H: -2.78448 3.26983 0.51801  0.0669
C: -0.96644 1.16146 -0.99918  -1.1504
H: -4.45653 3.62393 1.03443  0.5297
C: 3.33006 -3.33323 2.14052  0.4765
C: -0.11617 1.06093 2.23571  0.6697
H: 7.19458 -2.79048 2.60012  0.3766
H: 1.97797 -3.93982 -0.20962  0.3760
C: -4.36456 1.99415 -0.29646  1.4914
H: 1.21061 4.19433 -0.00049  0.2461
C: 4.06899 -2.53857 1.24201  0.2949
H: -3.61824 -2.30009 -1.72790  0.4908
C: -0.09547 0.01886 -1.53535  -0.3569
H: 0.96112 -4.97411 3.51673  0.3037
H: -5.88680 -1.44395 -1.03536  0.3076
F: -0.02241 2.44997 2.13913  -0.2451
H: -1.17131 4.08445 -1.41026  0.4137
H: -6.32250 2.54004 0.30727  0.4479
C: 1.77797 -3.52044 1.97649  1.5816
H: 3.62635 -2.08015 0.35626  -0.0055
H: -2.37834 -1.57623 -0.69699  0.1401
C: 3.96874 -3.58018 3.37300  -0.9196
C: -3.83775 3.32095 0.18558  -1.6406
C: -4.05342 -0.30350 -1.09339  0.7297
N: -2.30964 1.39587 -1.49630  0.8803
C: 3.52426 2.12856 -1.10611  -1.0943
H: -1.03596 1.35851 0.18820  0.6923
C: 1.18969 1.97866 -1.50974  -0.4889
C: 1.29755 0.59152 -1.56656  0.6259
C: 3.67882 0.76561 -1.39914  0.9999
H: 5.79661 -3.84331 4.44976  0.4017
H: 1.82957 4.86484 -1.52182  0.3114
H: 0.17456 -4.83818 1.95620  0.4396
C: -3.10338 -1.36597 -1.49191  -1.4205
H: 5.77435 0.77691 -1.85306  0.5673
C: 2.54844 -0.01937 -1.65885  -0.6435
H: 1.73701 -5.75716 2.12332  0.2900
H: -7.95967 -0.75544 -0.74511  0.3506
C: 1.15074 -4.89483 2.44297  -1.6034
C: 1.39319 -3.28525 0.46319  -0.7390
C: -6.28909 0.53260 -0.50186  0.6903
H: -2.54558 -1.07778 -2.38194  0.3037
H: 2.63741 -1.09385 -1.85306  0.3523
C: 6.11588 -2.85390 2.52329  -0.6120
S: -1.69659 0.60124 1.35452  -0.1921
H: 1.62693 -2.22538 0.33005  -0.4712
C: 5.44801 -2.33914 1.40851  -0.3679
F: 0.99778 0.53704 1.60341  -0.1427
C: 2.29469 2.78049 -1.15907  0.8128
H: -3.95180 4.09233 -0.58946  0.3214
C: 5.36370 -3.48272 3.52750  -0.4794
H: 2.95236 4.55696 -0.18315  0.4025
C: -0.96729 3.28866 -2.13221  -0.8004
H: -0.16843 -0.93784 -1.00947  -0.2623
F: -0.03124 0.71926 3.53587  -0.2024
H: 5.05837 -0.85259 -1.74062  0.3913
O: 1.17665 -2.75767 2.85397  -0.6322
H: -0.44527 -0.13671 -2.56699  0.4824
H: 4.40829 2.66941 -0.78074  0.4322
H: -8.35368 0.89722 -1.25566  0.2931
H: 0.34090 -3.37568 0.17561  0.4515
C: -5.73171 1.73859 -0.12021  -0.9522
H: 5.36805 0.11327 -0.28293  0.3045
C: -7.79196 0.30277 -0.50880  -1.4123
H: -0.45163 3.73608 -2.98236  0.3857
C: -2.25224 2.51171 -2.43146  -0.7666
H: -2.16328 2.09170 -3.44958  0.4061
I: 2.82460 -3.63251 5.12831  0.0653
C: -3.54790 1.01683 -0.92058  -0.7013

Forces on the atoms, in the same order (eV/Å):
H 0.41 -0.28 -0.21
H 0.39 -0.06 -0.28
N -1.10 -1.91 0.22
C 0.10 0.09 -0.03
H 0.07 -0.44 0.25
C -0.19 -0.53 -0.20
C 0.27 0.17 0.22
H -0.49 0.05 -0.22
C 0.63 2.48 -4.69
H 0.23 0.10 -0.05
C -0.17 0.90 0.25
C 0.99 0.15 -0.30
H -0.05 0.12 0.10
H -0.08 0.43 0.22
C -0.05 -0.41 -0.30
H 0.24 0.08 -0.13
C 0.82 -0.79 -0.12
H 0.01 0.07 0.10
C 0.21 -1.02 0.47
H 0.38 0.31 -0.35
H 0.34 -0.24 -0.14
F 0.25 -1.51 0.26
H -0.22 0.40 -0.34
H -0.20 -0.09 -0.02
C -0.10 -1.33 0.33
H -0.07 -0.37 0.28
H -0.15 0.04 -0.08
C 0.27 0.08 -0.61
C 0.15 0.03 -0.13
C -0.06 1.58 0.34
N 2.01 0.00 0.89
C -0.25 0.06 -0.11
H -0.32 -0.38 1.28
C 0.53 -0.28 1.02
C 0.20 0.06 -0.67
C -0.45 -0.07 -0.18
H 0.17 0.20 0.02
H 0.00 0.00 -0.01
H 0.07 -0.52 0.05
C -0.02 -0.86 -0.32
H -0.02 -0.12 -0.05
C -0.23 0.11 0.45
H -0.12 -0.32 -0.26
H -0.19 0.24 0.08
C 0.32 -0.59 -0.93
C 0.47 0.34 0.22
C -0.38 0.39 0.11
H 0.05 0.07 -0.03
H -0.01 0.39 0.25
C -0.51 -0.55 -0.16
S 0.79 -0.42 2.34
H 0.14 -0.07 -0.47
C -0.35 0.34 0.37
F -1.55 0.89 0.71
C -0.37 -0.56 -0.30
H 0.17 -0.04 0.21
C -0.69 0.43 -0.64
H -0.29 0.01 -0.11
C -0.42 0.68 1.68
H 0.02 0.26 0.01
F -0.52 0.41 -1.58
H 0.06 0.07 0.05
O -1.09 2.84 0.19
H -0.12 0.04 0.20
H -0.11 0.12 -0.07
H 0.60 -0.16 0.23
H -0.04 -0.33 0.69
C 0.79 0.25 -0.09
H -0.02 -0.07 -0.04
C -0.14 -0.34 0.16
H 0.01 -0.42 -0.04
C -0.08 0.21 -0.98
H -0.34 0.24 0.15
I 0.39 -0.48 0.46
C -1.02 -0.15 0.39

- multiplicity = 1
- orbital gap (eV) = 2.537



(3)
This record from OMol25 describes one molecule with the formula C4H8N2O. The level of theory is ωB97M-V/def2-TZVPD.

Each line ends with the Mulliken charge.
Geometry (Å):
N: 0.37821 0.61566 0.52038  -0.4020
H: 1.99747 1.93391 0.69229  0.3089
C: 1.62548 1.17078 0.00450  -0.9033
H: 1.52319 1.61622 -0.99677  0.3029
H: -1.62280 -2.01439 -0.20481  0.3593
N: -1.23182 0.58253 -2.58196  -0.4503
O: -0.75681 -1.66495 1.60085  -0.5316
C: -0.20573 -0.38977 -0.35404  0.3281
H: 0.59657 -1.09127 -0.61351  0.3143
H: 2.37182 0.37134 -0.04936  0.3131
C: -0.76109 0.15179 -1.61634  0.1857
H: -0.29396 1.36045 0.68841  0.2440
H: -2.16023 -0.51102 0.57633  0.3194
C: -1.29001 -1.16889 0.40704  -0.7787
H: -0.17030 -0.96238 1.92697  0.3901

Forces on the atoms, in the same order (eV/Å):
N -0.16 0.10 -0.08
H -0.06 -0.10 -0.09
C 0.16 0.04 -0.04
H 0.01 -0.04 0.14
H 0.01 0.15 0.12
N 0.49 -0.39 0.95
O 0.14 0.09 0.15
C 0.04 -0.13 0.00
H -0.12 0.06 0.00
H -0.09 0.13 0.01
C -0.43 0.38 -0.86
H 0.06 -0.11 -0.04
H 0.17 -0.09 0.02
C -0.17 0.05 -0.33
H -0.07 -0.13 0.06

- multiplicity = 1
- orbital gap (eV) = 11.061
- SMILES = CN[C@H](C#N)CO



(4)
This record from OMol25 describes a 2-piece molecular cluster, C4H13N2S overall. The level of theory is ωB97M-V/def2-TZVPD.

Each line ends with the Mulliken charge.
Geometry (Å):
C: -1.08095 -1.33090 -2.05280  -1.1097
H: -2.08397 0.07777 0.99611  0.1948
H: 3.28171 -0.04469 0.95621  0.3114
N: 2.21774 -0.07321 -0.80091  -0.2614
S: -1.72463 0.64970 -0.15247  -0.3001
H: -2.98231 -0.36220 -1.90382  0.3207
H: 0.82216 -0.04692 3.28511  0.3170
H: -1.47425 -1.98655 -2.83722  0.3402
H: -2.66048 -1.49084 -0.58844  0.3473
H: 0.35192 0.41975 0.89655  -0.0706
C: 2.29634 0.05240 0.50787  0.2008
H: -0.39479 -1.89549 -1.43534  0.2940
H: 2.97600 -0.52154 -1.27265  0.2803
C: 1.44339 0.62941 2.70610  -0.8078
H: 1.30031 -0.15640 -1.21946  0.1447
H: 1.11016 1.64437 2.89869  0.3090
C: -2.21526 -0.75690 -1.25595  -0.2151
H: 2.48049 0.49656 2.99066  0.3188
N: 1.29153 0.32852 1.27387  0.1065
H: -0.53610 -0.54336 -2.57568  0.2792

Forces on the atoms, in the same order (eV/Å):
C 0.07 0.03 -0.55
H -0.14 -0.02 0.19
H -0.11 0.04 0.03
N -0.52 -0.40 0.14
S 0.07 -0.17 -0.32
H -0.24 0.08 -0.13
H 0.00 -0.11 0.03
H 0.11 -0.03 0.20
H -0.08 -0.06 -0.18
H -0.22 -0.03 -0.49
C 0.12 0.19 0.08
H 0.19 -0.20 0.17
H 0.33 0.00 -0.33
C -0.23 -0.21 -0.22
H 0.04 0.14 -0.19
H 0.14 0.12 -0.01
C -0.12 0.30 0.70
H 0.08 0.09 0.08
N 0.46 0.17 0.88
H 0.06 0.08 -0.04

- total charge = +1
- multiplicity = 1
- orbital gap (eV) = 9.951



Calculated values (hartree/bohr) of largest force on an atom for the records, taken in order: 0.042; 0.104; 0.022; 0.020.
Calculated values (eV) of relative energy (zero: lowest compared OMol25 entry of this formula, charge and spin) for the records, taken in order: 0.000; 0.254; 1.723; 0.166.